88
Properties=species:S:1:pos:R:3:lowdin_charge:R:1 method="wB97M-V/def2-TZVPD" energy_ev=-183102.8436 orbital_gap_ev=2.57 homo_energy_ev=-5.15
O 0.0898 1.9253 2.4695 0.00
C -0.5812 1.2431 1.7326 -0.42
O -0.8449 -0.0262 1.8637 -0.01
C -1.2642 -0.4855 3.1801 -0.14
C -0.2942 -1.4080 3.8770 -0.23
C 0.8732 -0.7144 4.5525 -0.42
C 2.1211 -0.3061 3.6551 -0.41
C 2.1816 -0.7466 2.1966 -0.22
S 3.7141 -1.5296 1.7079 0.57
O 4.3697 -2.1719 2.8014 -0.28
O 3.4329 -2.3447 0.5872 -0.28
O 4.6278 -0.3031 1.1805 -0.21
H -0.9946 1.6828 0.8175 0.12
H -2.1856 -1.0371 3.0187 0.11
H -1.4962 0.3607 3.8282 0.13
H 0.0167 -2.2138 3.2176 0.07
H -0.8699 -1.9054 4.6548 0.10
H 0.4401 0.2166 5.0217 -0.12
H 1.2209 -1.3189 5.4011 0.04
H 2.2184 0.8012 3.6764 -0.19
H 3.0350 -0.6698 4.1637 0.11
H 2.1442 0.1463 1.5772 0.03
H 1.4086 -1.4112 1.8289 0.11
H 4.6010 0.3804 1.8644 0.07
F 4.1686 -3.5572 -1.2751 -0.73
C 0.1952 -4.0847 7.6589 -0.16
C -0.0043 -2.6922 7.3555 -0.32
N -0.1592 -1.5723 7.1465 0.13
H -0.7602 -4.5999 7.7606 0.08
H 0.7813 -4.5745 6.8383 -0.07
H 0.7316 -4.1952 8.6039 0.08
Cl 7.7373 -6.3886 0.7018 0.45
C 6.2000 -5.6650 0.0755 -0.65
C 5.6051 -4.6529 0.9962 -0.67
Cl 4.9801 -5.3849 2.5220 0.50
H 5.5105 -6.4813 -0.1157 0.07
H 6.4396 -5.1830 -0.8680 0.06
H 4.7622 -4.1774 0.4704 0.02
H 6.3256 -3.8859 1.2733 0.07
C 3.1812 2.0409 -1.4081 -2.02
Cl 1.7564 1.8547 -0.3749 0.60
Cl 4.3214 3.1531 -0.6516 0.55
Cl 3.9180 0.4880 -1.6813 0.65
Cl 2.6664 2.7129 -2.9924 0.46
C -3.3842 2.6639 -1.6124 -0.10
C -4.8328 2.1935 -1.5513 -0.25
C -5.3920 2.1647 -0.1240 -0.18
C -4.6311 1.2532 0.7265 -0.20
N -4.0389 0.5291 1.3906 0.20
H -2.7248 1.9857 -1.0684 0.06
H -3.0386 2.6978 -2.6469 0.05
H -3.2742 3.6635 -1.1881 0.08
H -4.9073 1.1974 -1.9905 0.11
H -5.4549 2.8567 -2.1544 0.11
H -6.4315 1.8365 -0.1318 0.12
H -5.3572 3.1605 0.3211 0.12
C -0.4714 2.4024 -5.2028 0.04
C -0.3303 3.8122 -5.6291 -0.39
O -0.8494 4.7786 -5.2008 0.20
N 0.7578 4.0715 -6.7067 0.09
C 0.2609 4.8993 -7.8599 -0.01
H -1.3183 2.3135 -4.5302 0.10
H -0.6250 1.7481 -6.0639 0.11
H 0.4418 2.1025 -4.6829 0.07
H 1.2123 3.2090 -7.0075 0.18
H 1.4408 4.6520 -6.2112 0.18
H -0.4629 4.3175 -8.4232 0.11
H 1.1155 5.1399 -8.4855 0.10
H -0.1764 5.8108 -7.4700 0.05
Cs 1.7176 1.6596 5.2150 1.53
Cl 1.1903 -4.0432 4.8637 -0.19
C -0.2782 8.8962 -9.0217 -1.54
Cl 0.7774 8.3227 -7.7149 0.53
Cl 0.1536 10.5238 -9.4973 0.57
Cl -0.2006 7.7868 -10.3944 0.53
H -1.2940 8.9048 -8.6499 0.02
C -4.5537 -2.9578 2.1752 -0.37
O -5.3742 -3.1397 3.0574 0.00
N -3.8824 -3.9334 1.5373 -0.20
C -2.9105 -3.6456 0.5009 -0.05
C -4.1392 -5.3155 1.9069 -0.04
H -4.2848 -1.9481 1.8237 0.09
H -3.2111 -4.1146 -0.4390 0.09
H -1.9287 -4.0280 0.7854 0.10
H -2.8382 -2.5691 0.3519 0.07
H -5.1910 -5.5560 1.7468 0.09
H -3.9134 -5.4682 2.9618 0.10
H -3.5179 -5.9729 1.3046 0.09

68
Properties=species:S:1:pos:R:3:nbo_charge:R:1 method="wB97M-V/def2-TZVPD" energy_ev=-47581.5777 orbital_gap_ev=4.86 e_above_lowest_kcal_mol=93.32 homo_energy_ev=-4.81
C -6.0902 0.6876 -1.6176 -0.25
O -5.0684 -0.1965 -2.1352 -0.50
C -3.7874 -0.0108 -1.7375 0.26
C -2.8322 -0.9779 -2.1622 -0.26
C -1.5789 -0.9881 -1.6397 -0.09
C -1.1771 -0.0768 -0.5505 -0.49
C 0.3272 0.1715 -0.5713 0.11
O 0.7807 1.3628 -0.7240 -0.53
C 0.2828 2.4705 -1.5117 -0.25
C -2.1503 1.0224 -0.2917 -0.23
C -3.3772 1.0488 -0.8925 -0.28
H -7.0234 0.2588 -1.9807 0.20
H -6.0825 0.7078 -0.5202 0.18
H -5.9612 1.7036 -2.0143 0.18
H -3.1651 -1.7153 -2.8971 0.22
H -0.8160 -1.6726 -2.0059 0.21
H 0.9271 -0.7161 -0.8036 0.17
H 0.9032 3.3042 -1.1834 0.20
H 0.4514 2.2523 -2.5698 0.19
H -0.7691 2.6574 -1.2980 0.19
H -1.8485 1.8486 0.3489 0.23
H -4.0620 1.8828 -0.6983 0.21
C 3.0848 1.0608 3.1785 -0.66
C 3.0763 0.3822 1.8990 0.31
C 3.1483 -0.9568 1.5765 -0.33
C 3.1487 -1.0327 0.1595 -0.26
C 3.0292 0.2758 -0.3205 0.24
B -1.7163 -0.8797 0.7854 1.20
C 3.3513 0.8518 -1.5845 0.04
C 3.4054 0.0666 -2.7612 -0.23
C 3.6690 0.6528 -3.9927 -0.17
C 3.9188 2.0210 -4.0449 -0.17
C 4.0962 2.7077 -5.3717 0.98
F 2.8892 3.1671 -5.8435 -0.33
F 4.9230 3.7965 -5.2845 -0.33
F 4.6052 1.8815 -6.3322 -0.33
C 3.9174 2.8105 -2.9017 -0.18
C 3.6365 2.2310 -1.6749 -0.22
O -1.9035 -2.2252 0.8729 -0.73
C -1.5809 -2.5477 2.2538 0.25
C -2.4806 -3.6812 2.6863 -0.62
C -0.1318 -3.0379 2.3095 -0.64
C -1.7983 -1.1604 3.0065 0.24
C -3.2348 -0.9609 3.4934 -0.63
C -0.8226 -0.8185 4.1152 -0.63
O -1.5677 -0.1893 1.9622 -0.73
O 3.0173 1.1313 0.7638 -0.41
H 3.8373 0.5934 3.8248 0.23
H 3.3115 2.1256 3.0792 0.24
H 2.1120 0.9487 3.6776 0.23
H 3.2321 -1.7867 2.2767 0.23
H 3.2153 -1.9242 -0.4551 0.22
H 3.2088 -1.0022 -2.6804 0.22
H 3.6848 0.0588 -4.9036 0.23
H 4.1298 3.8759 -2.9618 0.23
H 3.6310 2.8541 -0.7837 0.23
H -2.2729 -3.9253 3.7358 0.21
H -3.5412 -3.4285 2.5842 0.22
H -2.2685 -4.5718 2.0835 0.22
H 0.1361 -3.3199 3.3379 0.21
H -0.0352 -3.9376 1.6849 0.22
H 0.5825 -2.2837 1.9476 0.23
H -3.4340 -1.5610 4.3895 0.21
H -3.3750 0.0949 3.7548 0.22
H -3.9670 -1.2239 2.7179 0.22
H -0.9148 -1.5286 4.9483 0.21
H 0.2162 -0.8167 3.7551 0.22
H -1.0516 0.1872 4.4930 0.22

20
Properties=species:S:1:pos:R:3:nbo_charge:R:1 method="wB97M-V/def2-TZVPD" energy_ev=-19216.0265 orbital_gap_ev=9.74 smiles="CC(C)[C@H](N)[P@H](=O)O" e_above_lowest_kcal_mol=39.95 homo_energy_ev=-9.03
C 1.0148 -0.6580 1.2362 -0.65
C 2.0292 -0.3542 -1.0696 -0.63
C 0.8025 -0.8146 -0.2391 -0.19
C -0.5890 0.3463 -0.6716 -0.42
N -0.3136 1.5433 -0.0382 -0.86
O -2.6718 -1.5168 -0.2378 -1.08
O -3.2769 0.9197 0.1666 -0.99
P -2.0971 -0.2427 0.1539 1.97
H 1.1177 -1.6919 1.7839 0.22
H 1.8303 -0.1083 1.5870 0.21
H 0.0702 -0.2733 1.5573 0.20
H 2.1134 0.7800 -1.1038 0.20
H 3.0290 -0.8373 -0.6636 0.22
H 1.8907 -0.6422 -2.1523 0.22
H 0.3019 -1.7484 -0.4818 0.23
H -0.6034 0.3936 -1.7625 0.23
H -3.0651 1.7665 -0.3509 0.52
H -0.5553 1.5491 0.9793 0.37
H 0.6041 1.9306 -0.1591 0.38
H -1.6315 -0.3415 1.4660 -0.14

162
Properties=species:S:1:pos:R:3:lowdin_charge:R:1 method="wB97M-V/def2-TZVPD" energy_ev=-197825.3794 orbital_gap_ev=8.86 smiles="O=S1(=O)CCCC1.O=S1(=O)CCCC1.O=S1(=O)CCCC1.O=S1(=O)CCCC1.O=S1(=O)CCCC1.O=S1(=O)CCCC1.O=S1(=O)CCCC1.O=S1(=O)CCCC1.O=S1(=O)CCCC1.O=S1(=O)CCCC1.CCCC#N" homo_energy_ev=-9.63
C 7.0912 3.3564 1.7082 -0.13
C 6.0327 2.6940 2.5544 -0.24
C 4.8371 2.1832 1.6807 -0.19
C 4.2898 3.1668 0.7878 -0.22
N 3.8236 3.9423 0.0276 0.17
H 6.6206 4.1931 1.1919 0.07
H 7.4396 2.6855 0.9229 0.08
H 8.0509 3.6724 2.1170 0.08
H 5.7978 3.3691 3.3773 0.11
H 6.5120 1.8386 3.0305 0.11
H 3.9793 1.8802 2.2811 0.09
H 5.1375 1.3065 1.1069 0.11
C -6.0026 2.4014 5.1049 -0.19
C -6.0055 2.1663 3.5504 -0.20
C -4.7319 2.7996 2.9031 -0.20
S -3.3696 2.5248 4.1450 0.72
O -2.7469 3.8129 4.4851 -0.35
O -2.5699 1.3906 3.7129 -0.36
C -4.5541 1.9748 5.5883 -0.15
H -6.8118 1.9333 5.6653 0.11
H -6.2697 3.4329 5.3347 0.11
H -6.8870 2.5501 3.0368 0.11
H -5.9687 1.0887 3.3909 0.10
H -4.8288 3.8434 2.6045 0.10
H -4.3974 2.2903 1.9993 0.09
H -4.1922 2.3665 6.5389 0.10
H -4.5372 0.8849 5.5928 0.07
C 0.4458 2.0337 5.0863 -0.24
C 0.7154 0.6947 4.4162 -0.21
C 1.7013 -0.0052 5.3840 -0.21
S 2.9116 1.2393 5.8509 0.70
O 3.9898 1.2871 4.9204 -0.31
O 3.1378 1.1764 7.2921 -0.33
C 1.7594 2.6647 5.4496 -0.19
H -0.0299 1.8278 6.0452 0.12
H -0.2608 2.6921 4.5810 0.09
H 1.1165 0.8406 3.4132 0.08
H -0.1736 0.1043 4.1944 0.09
H 2.2170 -0.8891 5.0088 0.11
H 1.2388 -0.2627 6.3368 0.10
H 2.1087 3.1825 4.5563 0.08
H 1.7659 3.4452 6.2105 0.11
C -3.8259 -2.6912 -1.2110 -0.25
C -3.8915 -1.2282 -1.5751 -0.24
C -5.2595 -0.9806 -2.1321 -0.24
S -5.6447 -2.3626 -3.1821 0.72
O -5.3291 -2.0375 -4.5909 -0.34
O -6.9416 -2.8699 -2.8458 -0.32
C -4.3194 -3.4380 -2.3986 -0.18
H -4.5704 -2.6940 -0.4150 0.11
H -2.8890 -3.0546 -0.7887 0.09
H -3.1049 -1.1448 -2.3251 0.10
H -3.6395 -0.5603 -0.7514 0.11
H -5.4079 -0.0437 -2.6691 0.11
H -5.9519 -0.9267 -1.2921 0.11
H -3.4157 -3.5565 -2.9964 0.09
H -4.7726 -4.4142 -2.2263 0.11
C 0.8044 -5.0654 0.3345 -0.26
C -0.0752 -4.7597 -0.8412 -0.22
C 0.8280 -5.0068 -2.0748 -0.17
S 1.9544 -6.4619 -1.6282 0.73
O 3.3213 -5.9669 -1.5510 -0.34
O 1.6068 -7.6771 -2.3321 -0.33
C 1.2453 -6.4669 0.0920 -0.22
H 0.2411 -4.9774 1.2635 0.11
H 1.6253 -4.3484 0.3539 0.11
H -0.5355 -3.7728 -0.7936 0.09
H -0.8988 -5.4729 -0.8735 0.12
H 1.4864 -4.1447 -2.1811 0.07
H 0.2919 -5.1829 -3.0074 0.09
H 2.0112 -6.8482 0.7674 0.11
H 0.3811 -7.1277 0.1597 0.11
C 3.6765 -2.6533 -3.6414 -0.25
C 3.7407 -4.0189 -4.3217 -0.21
C 5.2165 -4.1510 -4.7468 -0.19
S 6.2015 -3.3493 -3.3635 0.73
O 7.0602 -2.3033 -3.9450 -0.36
O 6.7081 -4.4469 -2.5434 -0.34
C 4.7590 -2.5576 -2.5675 -0.21
H 2.6545 -2.4619 -3.3142 0.08
H 3.7384 -1.8239 -4.3459 0.11
H 3.0300 -4.1841 -5.1314 0.11
H 3.5503 -4.7934 -3.5788 0.08
H 5.4855 -3.5856 -5.6390 0.09
H 5.5533 -5.1852 -4.8182 0.10
H 4.9563 -1.5301 -2.2619 0.10
H 4.5998 -3.0471 -1.6067 0.10
C -3.2402 -1.9918 4.8209 -0.21
C -4.4836 -2.9091 4.5587 -0.19
C -4.3760 -3.2490 3.0479 -0.19
S -2.5575 -3.6171 2.7299 0.70
O -2.0880 -3.1180 1.4664 -0.34
O -2.2829 -5.0091 3.0712 -0.33
C -1.9857 -2.5581 4.1383 -0.19
H -3.1455 -1.6853 5.8627 0.12
H -3.4345 -1.0489 4.3098 0.08
H -5.3968 -2.3668 4.8040 0.11
H -4.3771 -3.8382 5.1185 0.11
H -4.5844 -2.3063 2.5421 0.09
H -4.8924 -4.1300 2.6666 0.10
H -1.4304 -1.7305 3.6969 0.07
H -1.3200 -3.2107 4.7031 0.10
C 1.2607 4.6537 -2.5502 -0.25
C 2.3749 5.1534 -3.5209 -0.20
C 1.8626 5.1495 -4.9977 -0.16
S 0.3639 3.9520 -4.9492 0.72
O 0.6032 2.8816 -5.8941 -0.36
O -0.8619 4.7517 -5.0574 -0.35
C 0.7326 3.4190 -3.2050 -0.24
H 0.4803 5.4147 -2.5587 0.10
H 1.6493 4.5074 -1.5423 0.08
H 3.2505 4.5184 -3.3863 0.11
H 2.6693 6.1679 -3.2524 0.11
H 2.6535 4.6864 -5.5877 0.09
H 1.4644 6.0845 -5.3918 0.09
H 1.5583 2.7274 -3.3726 0.10
H -0.0871 2.8917 -2.7171 0.09
C -0.2855 0.1271 1.2664 -0.23
C -0.6242 0.2626 -0.2235 -0.20
C 0.7188 0.4760 -0.9260 -0.19
S 1.9977 -0.5596 -0.0485 0.77
O 3.1196 0.2659 0.4200 -0.33
O 2.2326 -1.8454 -0.7396 -0.33
C 0.8774 -0.8680 1.3821 -0.20
H -1.1351 -0.1208 1.9027 0.09
H -0.0243 1.1263 1.6151 0.08
H -1.4009 0.9965 -0.4385 0.11
H -1.0274 -0.6960 -0.5500 0.10
H 0.9984 1.4945 -0.6564 0.08
H 0.7330 0.2643 -1.9951 0.09
H 1.4816 -0.9879 2.2813 0.10
H 0.4233 -1.8484 1.2383 0.09
C -0.7651 4.0039 1.6462 -0.19
C 0.8194 4.0195 1.7113 -0.20
C 1.1973 5.4746 1.9554 -0.19
S -0.0005 6.4792 0.9214 0.69
O 0.6934 6.8206 -0.3176 -0.34
O -0.5396 7.5208 1.7436 -0.32
C -1.1751 5.1158 0.6645 -0.21
H -1.2761 4.1145 2.6026 0.08
H -1.2364 3.1148 1.2274 0.09
H 1.1207 3.6463 0.7325 0.08
H 1.1921 3.3350 2.4734 0.09
H 2.1678 5.9606 1.8558 0.10
H 0.8361 5.7219 2.9537 0.09
H -1.0654 4.8879 -0.3958 0.09
H -2.1706 5.5201 0.8478 0.10
C -0.1840 -1.3075 -7.0473 -0.18
C -1.3410 -0.3953 -6.4364 -0.20
C -2.2413 -1.2641 -5.5024 -0.17
S -0.9258 -2.3626 -4.6188 0.69
O -1.3505 -3.7366 -4.6995 -0.34
O -0.4446 -1.7599 -3.3758 -0.36
C 0.4011 -2.0687 -5.8362 -0.22
H 0.5339 -0.6828 -7.5789 0.11
H -0.7534 -1.8982 -7.7649 0.11
H -1.9862 -0.0331 -7.2368 0.11
H -0.8710 0.3983 -5.8554 0.09
H -2.7937 -1.9528 -6.1416 0.09
H -2.9623 -0.8709 -4.7857 0.07
H 0.8562 -3.0121 -6.1379 0.10
H 1.1628 -1.4721 -5.3342 0.09

26
Properties=species:S:1:pos:R:3:nbo_charge:R:1 method="wB97M-V/def2-TZVPD" energy_ev=-18705.8827 orbital_gap_ev=9.54 e_above_lowest_kcal_mol=14.81 total_charge=-1 homo_energy_ev=-6.30
O -0.0865 -2.2711 -3.3570 -0.96
H 1.2980 2.8366 0.2466 0.48
H -0.9629 -2.4108 -2.9823 0.47
O -3.8200 -0.2271 -0.0838 -1.00
H -3.1838 0.1950 -0.6783 0.47
O -1.7261 -1.8723 0.2745 -1.08
H -1.1094 -2.1626 0.9517 0.48
H -1.3102 -1.1161 -0.3481 0.48
O 3.2101 1.6134 2.1244 -0.98
H 0.3422 -1.7297 -2.6780 0.49
H 2.9813 2.1398 1.3429 0.49
O -0.9086 -0.2672 -1.3728 -1.22
H -1.3414 -0.6178 -2.1514 0.45
H 3.3704 0.7105 1.8448 0.47
O 0.7206 -1.4808 2.7542 -0.98
H 0.3529 -0.6899 2.3228 0.51
H 0.1229 -1.7293 3.4615 0.46
O 2.1602 3.1485 -0.0639 -0.96
H 2.1776 2.6259 -0.8782 0.49
H -3.3068 -1.0508 0.1057 0.50
O -0.5984 0.6173 1.4502 -0.97
H -1.1486 0.1570 0.8056 0.51
H -0.7274 1.5489 1.2597 0.47
O 1.5060 0.6580 -1.1661 -1.02
H 1.4409 1.0367 -2.0544 0.44
H 0.5470 0.3379 -1.1302 0.52

85
Properties=species:S:1:pos:R:3:lowdin_charge:R:1 method="wB97M-V/def2-TZVPD" energy_ev=-58181.6766 orbital_gap_ev=7.72 total_charge=+1 homo_energy_ev=-11.29
C -3.7713 1.2763 -1.8470 -0.11
C -2.7297 0.0053 -1.6058 -0.22
C -1.5846 -0.1526 -2.7605 -0.21
N -0.4768 0.8687 -2.7398 -0.04
C 0.1854 1.0257 -1.3900 -0.30
C -0.4230 2.1574 -0.3257 -0.10
C 0.2865 2.1290 1.1503 -0.18
C -0.4777 1.2105 2.2754 -0.17
C -2.0976 1.5428 2.4242 -0.19
O -2.4870 1.0076 3.7685 -0.28
C -2.6670 -0.4519 3.7201 -0.12
C 0.9463 -0.3022 -0.7154 -0.16
C 0.0327 -1.5213 -0.1194 -0.14
C 0.8961 -2.5915 0.8332 -0.18
C 0.5152 -4.1505 0.4740 -0.19
C 0.0552 -5.0262 1.8225 -0.23
N -1.3792 -4.7142 2.1875 -0.03
C -2.3817 -5.4886 1.3608 -0.38
N -3.7239 -5.1028 1.4489 0.05
N -2.0926 -6.6821 0.4760 0.05
N 1.9935 -0.6197 -1.8041 0.08
C 2.7778 0.6758 -1.9014 -0.25
C 4.0191 0.8163 -2.9575 -0.13
C 5.3695 1.4697 -2.2178 -0.17
C 6.0798 0.4538 -1.1454 -0.10
C 6.9708 1.3583 -0.0565 -0.24
O 7.7794 2.3580 -0.5006 -0.03
O 6.8859 1.1512 1.4156 -0.02
C 1.5967 1.8102 -1.8362 -0.22
P 1.4606 3.0899 -3.2987 0.77
O 2.6680 4.1247 -3.3103 -0.35
O -0.0696 3.9501 -3.3059 -0.20
O 1.5211 2.2516 -4.8644 -0.22
H -3.5531 1.8832 -2.8264 0.09
H -4.8680 0.8396 -1.7885 0.09
H -3.6637 1.9922 -0.8991 0.07
H -2.3334 0.1128 -0.5101 0.06
H -3.3956 -0.9822 -1.6501 0.13
H -1.0943 -1.2353 -2.8237 0.11
H -2.1432 -0.0185 -3.8073 0.14
H 0.2373 0.4878 -3.4319 0.10
H -0.1380 3.2122 -0.8066 0.12
H -1.5887 2.1479 -0.2498 0.10
H 0.2406 3.2502 1.5591 0.14
H 1.4540 1.8934 1.0773 0.11
H -0.0052 1.5204 3.3271 0.14
H -0.2511 0.0511 2.1739 0.08
H -2.7487 1.1144 1.5512 0.11
H -2.2044 2.7264 2.5354 0.15
H -3.5731 -0.7581 3.0165 0.11
H -1.7300 -1.0500 3.3405 0.08
H -2.8805 -0.8491 4.8243 0.12
H 1.6797 -0.0897 0.2023 0.16
H -0.3996 -2.2024 -0.9993 0.11
H -0.9059 -1.1857 0.5037 0.12
H 0.7790 -2.3202 1.9822 0.12
H 2.0403 -2.3645 0.5801 0.10
H -0.4064 -4.2578 -0.2734 0.11
H 1.4166 -4.6995 -0.0774 0.12
H 0.2608 -6.1548 1.5531 0.12
H 0.7907 -4.7696 2.7175 0.13
H -1.5536 -4.8067 3.2135 0.13
H -3.8240 -4.2935 2.1107 0.02
H -1.2996 -6.5103 -0.1846 0.06
H -2.9274 -6.8409 -0.1602 0.10
H 2.7419 -1.2887 -1.4533 0.19
H 1.6514 -1.0882 -2.6788 0.19
H 3.3335 0.8509 -0.8596 0.16
H 3.8181 1.4983 -3.8865 0.11
H 4.3029 -0.2791 -3.3209 0.13
H 6.1581 1.6881 -3.0863 0.15
H 4.9957 2.4654 -1.7125 0.14
H 6.7121 -0.3916 -1.6510 0.14
H 5.2650 -0.0945 -0.4744 0.11
H 6.7734 2.0253 1.8979 0.13
H 2.0225 2.5371 -0.9901 0.14
H -0.6470 3.3938 -3.9393 0.10
H 1.8073 1.2979 -4.7115 0.05
C -4.7799 3.4158 4.3154 0.05
N -5.6115 3.3172 3.0856 -0.42
O -5.1375 2.6910 2.1305 0.03
O -6.7167 3.8710 3.1139 0.07
H -3.8395 2.8860 4.1494 0.06
H -4.5972 4.4754 4.5055 0.11
H -5.3421 2.9570 5.1311 0.11